Molecular formula: C5H13N7O2S5W
Method: DFT, wB97M-V/def2-TZVPD

The geometry in XYZ format:
```
33
Properties=species:S:1:pos:R:3:forces:R:3:lowdin_charge:R:1
W 1.6888 -0.3584 0.1308 0.699 -0.481 0.058 0.812
N 0.7805 -2.5859 0.7973 0.139 0.320 -0.319 0.006
N 0.9034 -2.8053 2.1882 -0.095 0.003 0.168 0.080
C 1.5858 -1.9240 2.9182 0.086 -0.052 -0.140 -0.306
N 1.8228 -2.0482 4.1861 0.068 -0.003 0.141 0.321
N 1.9991 -0.8485 2.1394 -0.343 0.121 -0.688 -0.019
N 3.1389 -0.1333 2.3726 0.439 -0.033 0.923 -0.356
O 3.7858 -0.1422 3.3491 -0.194 0.066 -0.342 0.309
O 3.3741 0.5121 1.3034 -0.498 0.180 -0.225 -0.187
H -0.2058 -2.6775 0.5475 -0.090 0.119 -0.002 0.115
H 1.2611 -3.3434 0.3055 0.085 -0.053 0.025 0.145
H 0.5013 -3.6471 2.5919 -0.043 -0.034 -0.021 0.210
H 1.4942 -2.8420 4.7328 0.013 -0.079 -0.089 0.189
H 2.3742 -1.3715 4.7034 -0.029 0.110 0.003 0.162
S 2.1111 1.7607 -0.9495 0.084 -0.057 -0.006 0.305
S 3.9883 1.9072 -1.6262 0.186 -1.150 0.188 0.413
S 4.8920 0.1280 -1.5260 -0.504 1.125 -0.138 0.401
S 3.4424 -1.2560 -1.0902 -0.933 0.077 0.162 0.299
C -3.4190 1.1607 0.0315 -0.437 -0.166 0.439 0.010
N -2.7239 1.3265 -1.2320 0.528 -0.227 0.191 -0.107
C -3.3684 2.0125 -2.3672 -0.446 0.258 -0.384 -0.029
C -2.3183 1.9365 -3.4904 -0.213 0.239 -0.275 -0.043
N -1.2200 1.2037 -2.8309 0.289 -0.062 0.055 0.077
C -1.5346 0.9040 -1.5846 -0.186 0.592 -0.509 -0.610
S -0.5653 -0.0722 -0.4717 0.758 -0.487 0.597 0.716
H -3.9453 2.0808 0.2824 0.143 0.084 -0.061 0.125
H -2.7266 0.9203 0.8348 0.040 0.063 -0.041 0.073
H -4.1708 0.3710 -0.0402 0.084 -0.001 -0.129 0.127
H -3.6310 3.0338 -2.0875 0.175 -0.017 0.112 0.155
H -4.3048 1.5132 -2.6224 0.102 -0.152 0.049 0.157
H -1.9739 2.9144 -3.8244 0.024 0.005 0.131 0.145
H -2.6727 1.3986 -4.3683 0.039 -0.138 0.092 0.147
H -0.3634 0.9716 -3.3036 0.027 -0.168 0.034 0.159
```
Forces are in eV/Å.

- Charge: +4
- E_HOMO: -21.19 eV
- Strongest force on any atom: 1.2 eV Å⁻¹